DFT (wB97M-V/def2-TZVPD) results for a 13-piece molecular cluster, C142H139N5O26 overall.

Structure (XYZ):
```
312
C142H139N5O26, DFT wB97M-V/def2-TZVPD
C -23.41558 -12.85245 24.50675
C -23.19757 -12.02017 25.64494
C -21.89481 -11.67361 25.93486
C -20.77568 -12.18130 25.23836
C -20.96836 -12.95958 24.12948
C -22.32030 -13.25124 23.76036
C -19.84930 -13.49709 23.29046
O -19.93478 -13.75069 22.08178
C -18.57922 -13.60763 24.04341
C -17.60732 -14.43860 23.55679
C -16.43210 -14.61466 24.33368
C -16.27770 -13.93603 25.52837
C -17.22403 -13.02260 25.95837
C -18.35071 -12.85576 25.18932
C -19.39775 -12.01029 25.80457
O -19.20112 -11.27748 26.76063
H -24.41530 -13.22014 24.22140
H -24.02440 -11.74514 26.18827
H -21.67724 -11.04722 26.84858
H -22.41172 -13.93496 22.88599
H -17.80595 -14.99663 22.63608
H -15.58518 -15.22461 23.91977
H -15.44911 -14.13921 26.16641
H -17.12792 -12.54220 26.96177
C -29.15661 -14.47492 33.28633
C -27.80337 -14.26899 32.85988
C -27.51754 -13.48011 31.77500
C -28.54338 -12.78801 31.14689
C -29.83521 -12.93924 31.59078
C -30.18004 -13.81875 32.63177
C -30.87525 -12.05326 31.06626
O -32.01447 -12.15310 31.50077
C -30.56441 -11.10722 29.97979
C -31.61640 -10.31014 29.46652
C -31.30928 -9.43877 28.44006
C -30.06928 -9.42651 27.86955
C -29.05274 -10.18107 28.41563
C -29.30616 -11.07157 29.48510
C -28.19882 -11.93824 30.01992
O -27.03809 -11.80414 29.72299
H -29.43021 -15.19231 34.11571
H -27.01941 -14.76665 33.34627
H -26.57930 -13.33160 31.35884
H -31.24608 -13.87154 32.85226
H -32.51131 -10.37575 30.07841
H -32.02916 -8.70303 28.10014
H -29.84833 -8.59044 27.17915
H -28.01808 -10.25328 27.97652
C -20.47788 -21.55964 26.75389
C -19.07946 -21.69825 26.62982
C -18.26538 -20.87019 27.33952
C -18.81774 -19.83930 28.10762
C -20.20752 -19.68763 28.18180
C -21.05254 -20.63570 27.57840
C -20.82726 -18.61237 28.99160
O -22.04069 -18.43072 28.88062
C -19.92996 -17.71902 29.75178
C -20.54943 -16.75584 30.51919
C -19.76839 -15.92908 31.35387
C -18.36976 -16.02790 31.32975
C -17.75298 -17.00639 30.51145
C -18.55792 -17.91300 29.76553
C -17.95830 -18.98823 28.98237
O -16.76665 -19.21026 29.09785
H -21.04909 -22.32802 26.19832
H -18.67884 -22.51641 26.07179
H -17.15714 -21.02827 27.32128
H -22.13156 -20.47850 27.73048
H -21.66199 -16.66695 30.32208
H -20.29483 -15.23164 32.06430
H -17.74400 -15.42301 32.01652
H -16.71538 -17.18948 30.69901
C -21.24960 -14.26183 27.93329
C -19.99908 -14.38256 28.60040
C -19.02300 -15.22570 28.05016
C -19.30035 -15.93387 26.84503
C -20.54264 -15.79135 26.19979
C -21.53744 -15.04612 26.86600
C -20.93864 -16.41287 24.94382
O -22.01053 -16.22658 24.43240
C -19.81567 -17.18428 24.24023
C -20.11060 -17.71581 22.98022
C -19.03322 -18.32845 22.27652
C -17.91610 -18.66811 22.95086
C -17.63431 -18.17454 24.21989
C -18.53614 -17.36729 24.84855
C -18.25094 -16.70654 26.16067
O -17.13653 -16.72817 26.69609
H -21.98081 -13.59160 28.30573
H -19.73085 -13.72969 29.39310
H -18.06258 -15.28527 28.52854
H -22.46530 -14.85096 26.35179
H -21.08301 -17.54123 22.43338
H -19.18783 -18.69395 21.24609
H -17.14914 -19.33682 22.54136
H -16.74306 -18.52559 24.83040
C -24.06870 -8.27944 36.02111
C -23.66156 -9.28362 36.89007
C -22.60762 -10.09540 36.63347
C -21.76681 -9.77757 35.56081
C -22.05127 -8.68407 34.76833
C -23.23737 -7.96031 34.93598
C -21.10333 -8.29242 33.71599
O -21.47778 -7.68553 32.71420
C -19.69182 -8.73933 33.86909
C -18.68983 -7.99264 33.23724
C -17.39494 -8.40260 33.32945
C -17.10369 -9.69833 33.89322
C -18.11695 -10.37811 34.58984
C -19.42512 -9.87671 34.58627
C -20.47381 -10.55008 35.35957
O -20.40477 -11.62951 35.90965
H -24.91156 -7.61954 36.34531
H -24.26047 -9.37746 37.80747
H -22.44157 -10.93510 37.26100
H -23.32169 -7.15585 34.19932
H -18.98625 -7.13984 32.65326
H -16.63069 -7.92108 32.89632
H -16.09114 -10.00865 33.85826
H -17.87582 -11.30346 35.11492
C -33.23468 -9.14343 24.63062
C -34.23501 -9.81062 25.33614
C -33.92938 -10.99282 25.97023
C -32.59810 -11.46866 25.99698
C -31.60293 -10.72786 25.28649
C -31.93228 -9.57495 24.59371
C -30.22214 -11.22575 25.16945
O -29.45088 -10.57435 24.51498
C -29.91379 -12.39984 25.90272
C -28.59722 -12.85350 25.68531
C -28.22247 -13.98280 26.29957
C -29.18164 -14.77045 27.01228
C -30.47277 -14.33868 27.18138
C -30.83635 -13.09254 26.65733
C -32.28103 -12.74159 26.68539
O -33.11721 -13.33598 27.31451
H -33.44819 -8.20822 24.17969
H -35.26666 -9.48755 25.32986
H -34.71846 -11.41227 26.55257
H -31.13644 -9.02267 24.20029
H -28.03834 -12.28912 24.99637
H -27.22072 -14.42684 26.18552
H -28.92236 -15.73588 27.38660
H -31.18825 -14.87770 27.77854
C -24.57516 -10.01706 32.41366
C -24.04406 -11.01039 33.20181
C -24.81616 -11.70294 34.18504
C -26.12625 -11.21956 34.36125
C -26.64538 -10.28117 33.50660
C -25.87121 -9.68309 32.55889
C -28.13259 -10.13254 33.25659
O -28.52320 -9.63791 32.21872
C -29.07926 -10.69702 34.28270
C -30.46635 -10.58059 34.14705
C -31.25597 -11.14456 35.06782
C -30.76457 -11.98649 36.06470
C -29.40430 -12.23351 36.17226
C -28.55076 -11.59477 35.17782
C -27.09033 -11.98272 35.07813
O -26.78308 -13.02070 35.65088
H -23.91427 -9.44123 31.77375
H -23.02673 -11.35569 33.13444
H -24.45351 -12.55055 34.74736
H -26.39487 -8.94191 31.96219
H -30.94605 -9.99980 33.34768
H -32.35428 -11.14630 35.04380
H -31.37282 -12.34972 36.88818
H -28.94205 -12.76442 37.01361
C -20.43790 -10.68649 30.24804
C -19.91225 -11.28256 31.43160
C -20.70783 -12.36353 31.97207
C -21.95348 -12.70114 31.38002
C -22.34261 -12.17166 30.16753
C -21.65548 -11.08042 29.61830
C -23.74940 -12.48392 29.62704
O -24.08265 -11.84672 28.66002
C -24.47569 -13.69411 30.18063
C -25.42084 -14.19874 29.41257
C -25.95533 -15.50553 29.69265
C -25.48855 -16.18442 30.84994
C -24.41217 -15.63184 31.55463
C -23.88759 -14.34989 31.23229
C -22.69926 -13.77905 32.06874
O -22.26764 -14.28421 33.06739
H -19.91734 -9.83606 29.84304
H -18.90591 -11.05231 31.86200
H -20.38332 -12.94207 32.79888
H -21.96976 -10.52836 28.69735
H -25.72064 -13.66069 28.57842
H -26.77715 -15.85599 29.07060
H -26.05926 -17.12118 31.05686
H -23.93342 -16.21895 32.32022
C -16.09820 -10.57498 29.00662
O -15.61566 -11.93803 28.76732
C -15.15466 -12.60672 29.92305
C -14.81314 -14.04626 29.69392
N -13.51399 -14.26709 29.08921
C -13.16739 -15.64544 29.21808
C -13.81859 -16.50928 28.15479
O -13.23409 -15.94950 26.90317
C -13.58594 -16.79799 25.83394
H -16.45921 -10.46939 30.03102
H -16.92032 -10.43523 28.29227
H -15.31111 -9.84104 28.94136
H -15.92459 -12.46616 30.69842
H -14.25377 -12.15786 30.33915
H -15.68840 -14.53611 29.19694
H -14.66572 -14.45003 30.71214
H -13.59071 -13.98070 28.12964
H -13.57732 -15.99977 30.10481
H -12.12056 -15.89558 29.15964
H -14.92314 -16.51025 28.07944
H -13.52456 -17.53221 28.17472
H -13.06614 -17.75855 25.90763
H -13.24470 -16.31157 24.91569
H -14.68546 -16.98083 25.74082
C -23.54347 -8.59782 28.04282
O -22.44485 -7.79093 28.34105
C -22.51748 -7.18704 29.66948
C -21.41596 -6.16056 29.85989
N -20.14789 -6.71967 29.52431
C -19.08434 -5.70541 29.43098
C -17.69075 -6.24775 29.68266
O -16.67407 -5.30554 29.52845
C -16.24977 -4.72807 30.70705
H -23.36281 -9.06335 27.03150
H -24.42176 -7.94746 28.19192
H -23.59245 -9.37177 28.81130
H -22.55307 -7.88914 30.44222
H -23.49253 -6.67017 29.77561
H -21.32591 -5.88492 30.87185
H -21.78069 -5.30534 29.24739
H -20.24640 -7.15671 28.66759
H -19.26291 -4.96387 30.20012
H -19.13280 -5.18442 28.42181
H -17.42420 -7.08499 29.02261
H -17.61706 -6.70539 30.72119
H -17.05592 -4.18270 31.30712
H -15.42822 -4.08530 30.46692
H -15.89258 -5.53606 31.35221
C -22.05876 -25.77803 28.80659
O -22.90564 -24.75127 28.46311
C -24.22363 -25.27609 28.57134
C -25.29401 -24.26890 28.14344
N -25.31205 -23.07633 29.02622
C -26.38044 -22.14373 28.65323
C -26.55977 -21.02815 29.67733
O -25.45086 -20.24213 29.94760
C -25.00664 -19.51561 28.75865
H -22.25660 -26.65173 28.17934
H -22.38072 -26.23894 29.77052
H -21.10310 -25.37478 28.76778
H -24.34143 -25.44378 29.67808
H -24.24054 -26.18883 28.02009
H -26.27582 -24.69940 28.26349
H -25.20616 -24.03717 27.06493
H -24.40041 -22.64543 28.88373
H -27.35753 -22.62551 28.61873
H -26.16067 -21.68809 27.67557
H -26.66780 -21.55853 30.63214
H -27.46161 -20.41065 29.58562
H -24.60888 -18.53413 29.07621
H -25.88217 -19.35177 28.18402
H -24.28744 -20.07542 28.10310
C -32.80927 -17.50728 26.90648
O -31.76050 -17.96583 27.75220
C -30.63556 -18.38185 26.95446
C -29.58798 -18.92327 27.84494
N -28.83349 -17.86040 28.45352
C -29.39080 -17.18027 29.58017
C -29.50567 -17.87115 30.91469
O -28.18641 -18.08795 31.42919
C -28.11374 -18.65651 32.75993
H -32.83411 -18.07085 26.01232
H -32.84749 -16.46220 26.67796
H -33.73557 -17.61550 27.61212
H -30.24508 -17.50764 26.40823
H -30.98863 -19.08204 26.18514
H -28.86929 -19.46527 27.21963
H -30.08453 -19.58305 28.50771
H -27.85276 -18.03682 28.68522
H -30.41314 -17.02208 29.36035
H -28.88656 -16.20073 29.74796
H -30.04827 -18.82516 30.83344
H -30.04033 -17.19570 31.52664
H -28.11294 -19.73799 32.76910
H -28.97102 -18.25411 33.33681
H -27.21463 -18.16920 33.17448
C -23.16228 -16.87641 35.02642
O -23.14467 -17.82428 33.94794
C -24.14867 -18.76292 34.11427
C -24.49878 -19.47114 32.87086
N -24.06029 -20.85363 32.89690
C -22.70590 -20.89192 32.65497
C -22.31099 -20.63309 31.17530
O -20.92751 -20.28938 31.00852
C -20.02122 -21.25775 31.36703
H -23.91010 -16.06891 34.85399
H -22.16160 -16.40651 35.24090
H -23.38281 -17.50529 35.90598
H -25.08773 -18.39271 34.56527
H -23.73494 -19.56600 34.77441
H -24.17335 -18.88111 32.00326
H -25.58254 -19.37341 32.68594
H -24.52265 -21.45830 32.19933
H -22.23950 -21.80086 33.06379
H -22.21211 -20.11725 33.15115
H -22.88280 -19.85459 30.66203
H -22.52698 -21.60668 30.61612
H -19.03580 -20.77012 31.39766
H -20.06168 -22.17294 30.78778
H -20.13333 -21.56405 32.41834
```

Its HOMO energy is -8.4 eV. The calculated total energy comes out at -7724.22135 Eh. The spin multiplicity is 1.